Below is a 6-piece molecular cluster, C36H32ClNO23 overall at a distorted geometry, with properties calculated with the ωB97M-V functional and the def2-TZVPD basis.

Cartesian coordinates (Å):
O -0.972 -0.575 -4.920
C -0.675 -1.546 -4.254
C -1.545 -2.716 -4.147
C -1.190 -3.757 -3.390
O -1.963 -4.843 -3.270
C 0.096 -3.768 -2.629
O 0.360 -4.735 -1.935
C 0.981 -2.616 -2.749
C 0.633 -1.567 -3.508
O 1.437 -0.504 -3.622
H -2.474 -2.696 -4.700
H -1.482 -5.444 -2.669
H 1.916 -2.648 -2.204
H 0.994 0.150 -4.208
O 0.304 1.793 -4.379
C -0.367 2.797 -4.223
C -1.462 3.150 -5.112
C -2.164 4.274 -4.909
O -3.173 4.621 -5.700
C -1.849 5.199 -3.775
O -2.503 6.215 -3.643
C -0.763 4.830 -2.870
C -0.068 3.708 -3.072
O 0.936 3.346 -2.250
H -1.678 2.473 -5.927
H -3.508 5.466 -5.339
H -0.555 5.497 -2.044
H 1.287 2.503 -2.603
O 0.658 -2.062 6.043
C 0.440 -1.222 6.895
C -0.861 -1.052 7.533
C -1.042 -0.097 8.452
O -2.219 0.088 9.058
C 0.067 0.826 8.854
O -0.156 1.690 9.681
C 1.375 0.639 8.233
C 1.557 -0.319 7.317
O 2.741 -0.522 6.729
H -1.655 -1.722 7.232
H -2.085 0.836 9.672
H 2.172 1.299 8.544
H 2.610 -1.270 6.111
O 2.207 1.686 -0.121
C 2.005 1.948 1.051
C 2.824 1.409 2.132
C 2.553 1.711 3.405
O 3.288 1.232 4.415
C 1.408 2.602 3.772
O 1.192 2.830 4.949
C 0.602 3.164 2.693
C 0.876 2.866 1.415
O 0.159 3.376 0.408
H 3.649 0.765 1.856
H 2.888 1.593 5.231
H -0.209 3.822 2.970
H 0.549 3.023 -0.422
O -7.503 3.819 -6.981
C -7.276 2.782 -6.385
C -8.208 1.659 -6.362
C -7.912 0.550 -5.676
O -8.740 -0.499 -5.634
C -6.631 0.420 -4.911
O -6.418 -0.604 -4.288
C -5.689 1.533 -4.953
C -5.984 2.641 -5.642
O -5.139 3.680 -5.703
H -9.130 1.766 -6.917
H -8.296 -1.164 -5.074
H -4.760 1.420 -4.411
H -5.589 4.346 -6.260
N 2.431 -3.590 4.746
C 2.912 -2.820 3.584
O 1.828 -2.646 2.688
C 2.237 -2.483 1.340
C 2.797 -3.784 0.650
O 3.901 -3.380 -0.172
C 5.143 -3.922 0.235
C 5.986 -3.014 1.167
C 6.015 -1.516 0.833
O 6.357 -0.781 1.670
Cl 5.610 -0.806 -0.753
H 1.438 -3.387 4.814
H 2.476 -4.566 4.450
H 3.750 -3.405 3.160
H 3.341 -1.864 3.949
H 1.321 -2.212 0.778
H 2.949 -1.648 1.182
H 3.067 -4.509 1.442
H 2.039 -4.277 0.016
H 5.053 -4.905 0.736
H 5.722 -4.110 -0.690
H 7.034 -3.371 1.089
H 5.723 -3.097 2.232

Calculated total energy (eV): -98951.718
SMILES string: O=C1C=C(O)C(=O)C=C1O.O=C1C=C(O)C(=O)C=C1O.O=C1C=C(O)C(=O)C=C1O.O=C1C=C(O)C(=O)C=C1O.O=C1C=C(O)C(=O)C=C1O.NCOCCOCCC(=O)Cl
Charge: 0
F_max (eV/Å): 2.54

Below is a 2-piece molecular cluster, C14H9N4O5 overall at a distorted geometry, with properties calculated with the ωB97M-V functional and the def2-TZVPD basis.

Cartesian coordinates (Å):
N -3.592 -0.512 1.740
C -2.558 0.026 1.827
C -1.291 0.704 1.929
C -0.084 -0.022 1.954
C 1.106 0.677 2.146
N 2.402 0.193 2.314
O 2.886 -0.924 2.359
O 3.215 1.348 2.485
N 2.468 2.501 2.426
C 1.186 2.078 2.233
C -0.046 2.830 2.128
N -0.120 4.268 2.119
O 0.902 4.975 2.183
O -1.279 4.754 2.041
C -1.253 2.116 2.016
H -0.043 -1.095 1.820
H -2.187 2.674 1.968
C 0.313 0.193 -3.357
C 0.020 -1.135 -2.705
C 0.011 -2.311 -3.474
C -0.292 -3.545 -2.867
C -0.554 -3.634 -1.519
C -0.461 -2.463 -0.650
O -0.521 -2.546 0.603
C -0.251 -1.201 -1.352
H 0.417 0.970 -2.593
H 1.241 0.152 -3.939
H -0.492 0.492 -4.041
H 0.227 -2.249 -4.541
H -0.320 -4.454 -3.469
H -0.786 -4.576 -1.024
H -0.267 -0.283 -0.759

Calculated total energy (eV): -30855.142
Charge: -1
F_max (eV/Å): 2.47
Relative energy (zero: lowest compared OMol25 entry of this formula, charge and spin) (eV): 0.000

Below is a single C21H26O3 molecule, with properties calculated with the ωB97M-V functional and the def2-TZVPD basis.

Cartesian coordinates (Å):
C -4.557 -2.643 -3.057
C -3.806 -1.868 -3.816
C -2.416 -2.206 -4.265
C -1.448 -1.191 -3.713
C -0.923 -0.186 -4.505
C -0.054 0.742 -3.958
C 0.294 0.701 -2.618
O 1.104 1.701 -2.138
C 2.317 1.319 -1.503
C 2.730 2.448 -0.563
C 1.830 2.467 0.668
O 2.213 1.383 1.491
C 1.378 0.986 2.486
C 0.215 1.640 2.871
C -0.553 1.115 3.897
C -0.197 -0.046 4.563
C -1.055 -0.586 5.667
C 0.981 -0.701 4.185
C 1.412 -1.957 4.879
C 1.747 -0.181 3.158
C -0.261 -0.301 -1.796
O 0.074 -0.276 -0.471
C -0.495 -1.235 0.386
C -1.114 -1.235 -2.364
H -5.547 -2.354 -2.747
H -4.215 -3.608 -2.718
H -4.167 -0.901 -4.141
H -2.375 -2.192 -5.356
H -2.151 -3.207 -3.918
H -1.180 -0.128 -5.552
H 0.366 1.530 -4.565
H 2.192 0.396 -0.932
H 3.085 1.161 -2.274
H 2.642 3.397 -1.091
H 3.763 2.301 -0.250
H 0.788 2.358 0.347
H 1.942 3.413 1.217
H -0.100 2.552 2.390
H -1.457 1.632 4.185
H -0.495 -0.636 6.601
H -1.397 -1.595 5.433
H -1.925 0.046 5.820
H 2.343 -2.329 4.460
H 1.558 -1.774 5.943
H 0.651 -2.731 4.779
H 2.657 -0.673 2.849
H -0.106 -1.009 1.378
H -1.587 -1.161 0.399
H -0.201 -2.251 0.102
H -1.552 -2.011 -1.756

Calculated total energy (eV): -28340.308
SMILES string: C=CCc1ccc(OCCCOc2ccc(C)c(C)c2)c(OC)c1
Charge: 0
F_max (eV/Å): 0.65
Relative energy (zero: lowest compared OMol25 entry of this formula, charge and spin) (eV): 1.006

Below is a 13-piece molecular cluster, C34H94O13 overall at a distorted geometry, with properties calculated with the ωB97M-V functional and the def2-TZVPD basis.

Cartesian coordinates (Å):
C 0.949 4.266 0.033
C -0.415 4.492 0.563
C -0.423 4.760 2.092
O -1.069 5.596 -0.213
H 1.696 4.988 0.376
H 0.918 4.380 -1.063
H 1.307 3.307 0.388
H -1.045 3.628 0.476
H -0.054 5.715 2.410
H 0.226 4.025 2.565
H -1.456 4.608 2.327
H -0.912 6.422 0.257
C -5.941 -0.884 -1.287
C -5.022 0.213 -0.659
C -5.826 1.463 -0.366
O -4.492 -0.250 0.607
H -6.137 -0.554 -2.335
H -6.878 -0.992 -0.722
H -5.448 -1.858 -1.418
H -4.177 0.401 -1.300
H -5.124 2.244 0.007
H -6.667 1.306 0.376
H -6.270 1.875 -1.247
H -3.994 -1.102 0.460
C 1.720 0.583 4.948
C 2.493 1.162 3.830
C 2.976 2.646 4.023
O 3.749 0.389 3.653
H 2.360 0.522 5.831
H 1.343 -0.397 4.612
H 0.946 1.236 5.205
H 1.837 1.042 2.926
H 3.698 2.878 3.272
H 3.453 2.731 5.036
H 2.133 3.356 3.976
H 3.404 -0.551 3.674
C -1.623 1.554 -4.804
C -1.246 0.108 -4.893
C -1.228 -0.503 -6.301
O 0.032 -0.145 -4.236
H -1.361 1.868 -3.791
H -2.639 1.816 -5.082
H -0.908 2.056 -5.471
H -2.006 -0.406 -4.283
H -2.176 -0.323 -6.824
H -1.032 -1.582 -6.138
H -0.420 -0.062 -6.888
H 0.685 0.128 -4.879
C 6.289 1.595 0.240
C 4.935 1.934 -0.347
C 3.782 1.005 0.032
O 4.582 3.318 -0.060
H 7.030 2.130 -0.366
H 6.502 0.523 0.230
H 6.368 1.948 1.290
H 5.023 1.785 -1.433
H 3.978 -0.012 -0.386
H 2.913 1.365 -0.567
H 3.544 0.948 1.070
H 4.756 3.472 0.867
C 3.862 -2.034 -4.514
C 4.337 -2.636 -3.220
C 3.366 -2.459 -2.081
O 4.539 -4.096 -3.451
H 4.546 -2.225 -5.372
H 3.656 -0.968 -4.487
H 2.978 -2.612 -4.790
H 5.311 -2.185 -2.968
H 3.307 -1.421 -1.812
H 3.845 -3.018 -1.238
H 2.370 -2.841 -2.325
H 4.151 -4.551 -2.707
C -1.304 0.371 1.061
C -0.914 -0.142 -0.299
C 0.271 0.583 -0.965
O -0.527 -1.585 -0.124
H -0.424 0.560 1.665
H -1.996 -0.328 1.534
H -1.830 1.295 0.912
H -1.780 -0.152 -0.979
H 0.522 0.122 -1.911
H 1.166 0.470 -0.303
H 0.014 1.657 -1.132
H -0.249 -1.952 -0.981
C 0.822 -3.601 2.628
C 2.188 -3.007 2.471
C 2.158 -1.929 1.413
O 2.667 -2.336 3.651
H 0.640 -4.120 3.586
H 0.560 -4.312 1.837
H 0.098 -2.755 2.598
H 2.877 -3.775 2.096
H 1.556 -1.125 1.813
H 1.872 -2.304 0.447
H 3.190 -1.584 1.374
H 2.411 -2.872 4.413
C -1.696 -0.622 4.713
C -1.365 -0.644 6.234
O -1.840 -1.893 6.847
H -1.421 0.395 4.338
H -2.727 -0.761 4.476
H -1.152 -1.435 4.239
H -1.828 0.253 6.627
H -0.307 -0.528 6.491
H -1.680 -1.883 7.809
C -4.232 -4.220 1.613
C -2.873 -3.574 1.477
O -2.874 -2.613 0.444
H -4.450 -4.647 0.635
H -4.954 -3.479 1.898
H -4.156 -5.040 2.325
H -2.206 -4.382 1.168
H -2.448 -3.164 2.420
H -1.954 -2.322 0.259
C 1.995 2.870 -4.280
C 2.563 2.497 -5.625
O 1.946 1.206 -5.998
H 1.968 1.956 -3.711
H 0.986 3.248 -4.293
H 2.756 3.477 -3.745
H 3.672 2.453 -5.517
H 2.359 3.225 -6.408
H 2.308 0.904 -6.836
C -0.779 -4.796 -2.308
C -0.853 -3.548 -3.165
O 0.129 -2.574 -2.686
H 0.170 -5.342 -2.396
H -1.511 -5.540 -2.689
H -1.015 -4.540 -1.247
H -1.893 -3.160 -3.118
H -0.589 -3.817 -4.182
H 0.173 -1.765 -3.282
C -5.263 1.855 3.614
C -3.808 2.275 3.419
O -3.652 3.101 2.277
H -5.597 1.365 2.725
H -5.863 2.803 3.760
H -5.485 1.232 4.452
H -3.113 1.447 3.347
H -3.442 2.881 4.267
H -3.892 2.548 1.484

Calculated total energy (eV): -63398.021
Charge: 0
F_max (eV/Å): 2.57
Relative energy (zero: lowest compared OMol25 entry of this formula, charge and spin) (eV): 1.618

Below is a single C3H4N2OS molecule, with properties calculated with the ωB97M-V functional and the def2-TZVPD basis.

Cartesian coordinates (Å):
H 0.465 2.420 -0.392
N 1.138 1.686 -0.174
C 0.564 0.565 0.017
C 1.376 -0.634 0.391
S 2.823 -0.956 -0.231
N -0.835 0.375 -0.034
C -1.497 -0.826 -0.182
O -0.964 -1.909 -0.207
H 0.922 -1.258 1.185
H -1.399 1.218 -0.097
H -2.594 -0.681 -0.277

Calculated total energy (eV): -19037.746
SMILES string: [H]/N=C(/C=S)NC=O
Charge: 0
F_max (eV/Å): 0.70
Relative energy (zero: lowest compared OMol25 entry of this formula, charge and spin) (eV): 1.302

Below is BrCdI2N3O9 as an isolated structure at a distorted geometry, with properties calculated with the ωB97M-V functional and the def2-TZVPD basis.

Cartesian coordinates (Å):
Cd -0.509 1.450 0.925
N -1.806 -0.879 -1.661
O -1.532 -0.007 -0.763
O -1.043 -1.823 -1.601
O -2.680 -0.805 -2.576
N 2.128 0.389 -1.526
O 2.239 -0.824 -1.476
O 1.217 0.901 -0.804
O 2.952 1.052 -2.252
N 0.314 -1.721 1.863
O -0.163 -0.560 1.643
O 0.085 -2.459 2.805
O 0.618 -2.252 0.768
Br -1.871 1.662 3.229
I -1.876 3.379 -0.771
I 1.926 2.497 2.197

Calculated total energy (eV): -113694.753
Charge: -3
F_max (eV/Å): 7.27
2S+1: 2

Question: The highest calculated total energy belongs to which entry?
Answer: C3H4N2OS